This record from the OMol25 dataset describes a molecular structure, C44H55GeN12O3PSY. The level of theory is ωB97M-V/def2-TZVPD.

net charge = +1
energy above the lowest of the compared OMol25 structures with the same formula, charge and spin = 1.8 kcal/mol
orbital gap = 7.411 eV
HOMO = -9.87 eV
LUMO level = -2.459 eV

CARTESIAN COORDINATES (ANGSTROEM)
Y 1.266 -0.436 -0.345
Ge 4.930 0.169 -0.044
S -1.854 0.506 0.899
P -0.880 -2.901 -0.314
O 1.437 -0.928 1.925
O 1.280 1.471 0.775
O 1.821 -3.385 1.143
N 0.620 1.586 -3.019
N 0.470 2.822 -3.301
N 2.519 -0.096 -4.437
N 1.180 -1.415 -3.005
N -1.868 -0.404 3.361
N 0.128 1.313 -1.790
N 2.312 -2.841 -0.029
N -0.135 3.389 -2.246
N 0.359 -2.434 -3.165
N 1.562 -1.073 -4.206
N -2.209 1.838 3.218
N 1.057 -1.803 -5.165
C -3.322 -3.601 3.549
C -3.097 4.800 1.127
C -3.949 -3.080 2.427
C 2.046 -3.574 -1.037
C 1.651 -6.015 -1.269
C -3.325 -1.103 -3.018
C -2.937 3.466 1.487
C 1.217 1.692 4.421
C -2.210 5.513 3.231
C 1.257 3.328 2.179
C -0.332 2.456 -1.323
C 1.195 3.047 4.579
C -0.549 4.793 -2.237
C 1.483 -1.185 4.260
C -2.730 5.825 1.982
C -2.154 -2.681 -1.603
C 1.153 -4.753 -0.980
C -1.968 -3.919 3.496
C -1.256 5.156 -4.662
C 0.302 -2.658 -4.478
C -1.877 -3.193 1.191
C 4.606 0.853 1.775
C -2.847 4.102 -3.013
C -2.040 4.191 3.601
C 0.841 -7.134 -1.136
C 3.333 0.275 -1.159
C -4.043 -2.139 -3.595
C 6.391 1.245 -0.803
C -2.879 -3.713 -2.191
C 5.594 -1.673 0.121
C -0.971 -5.721 -0.435
C 1.257 1.089 3.138
C -1.250 -3.718 2.325
C -3.232 -2.875 1.253
C -2.384 3.162 2.728
C 1.373 -0.327 3.029
C -0.466 -6.987 -0.701
C 1.264 1.919 1.974
C -3.813 -3.444 -3.182
C 1.225 3.867 3.431
C -1.991 0.678 2.563
C -0.187 -4.583 -0.594
C -1.700 5.088 -3.204
C -2.383 -1.376 -2.036
H -1.989 -5.626 -0.073
H -2.710 -4.742 -1.903
H 3.638 -0.193 -2.103
H -3.551 5.035 0.171
H -0.205 -3.996 2.281
H -0.855 4.991 -1.209
H 2.199 0.741 -3.957
H 1.297 3.956 1.297
H 5.553 0.915 2.317
H -1.936 6.301 3.922
H -2.871 6.858 1.690
H -5.005 -2.836 2.455
H 5.689 -2.140 -0.863
H -4.364 -4.262 -3.632
H 6.108 2.299 -0.857
H 7.295 1.166 -0.196
H 1.831 -2.614 1.739
H -1.856 -1.301 2.900
H 1.186 3.488 5.567
H -3.160 4.030 -1.967
H -0.290 -3.429 -4.941
H 3.213 1.352 -1.361
H -3.258 2.681 0.826
H 3.941 0.200 2.344
H -2.087 5.488 -5.287
H 1.224 4.945 3.547
H 1.228 1.063 5.303
H -4.774 -1.935 -4.368
H 1.237 -8.117 -1.354
H 4.165 1.852 1.749
H 6.583 -1.664 0.584
H 2.508 0.067 -5.437
H -3.482 -0.080 -3.338
H -2.560 3.100 -3.348
H 2.505 -3.256 -1.965
H -1.624 3.951 4.573
H -1.473 -4.343 4.361
H -1.100 -7.854 -0.568
H 0.331 5.394 -2.457
H -3.732 -2.463 0.386
H -2.082 1.799 4.217
H -2.224 -0.387 4.304
H 1.530 -2.232 3.975
H 2.385 -0.927 4.820
H 2.687 -6.126 -1.570
H -2.046 6.086 -2.913
H -0.800 2.600 -0.359
H -3.886 -3.771 4.457
H -0.932 4.181 -5.027
H -3.712 4.404 -3.604
H 6.627 0.910 -1.815
H -0.431 5.857 -4.799
H -1.814 -0.557 -1.623
H 0.626 -1.034 4.918
H 4.935 -2.296 0.728